{
  "formula": "C30H47AsClN5O5SScSeSi",
  "method": "ωB97M-V/def2-TZVPD",
  "largest_force_ev_per_a": 0.2,
  "relative_energy_kcal_mol": 0.0,
  "homo_lumo_gap_ev": 8.102,
  "charge": 1,
  "species": ["Sc", "O", "Cl", "O", "O", "O", "C", "C", "N", "C", "S", "N", "C", "C", "H", "H", "H", "H", "H", "H", "H", "H", "H", "H", "H", "H", "C", "As", "C", "C", "C", "C", "C", "C", "C", "C", "H", "H", "H", "H", "H", "H", "H", "H", "H", "H", "H", "H", "H", "C", "Si", "C", "C", "Se", "H", "H", "H", "H", "H", "H", "H", "H", "H", "C", "C", "C", "C", "C", "N", "C", "O", "N", "C", "C", "C", "C", "N", "C", "C", "C", "H", "H", "H", "H", "H", "H", "H", "H", "H", "H", "H", "H", "H"],
  "coordinates": [[-0.13015, -0.55644, -0.74207], [-1.36733, -4.15012, -0.12862], [-0.43915, -3.16773, 0.26320], [0.41359, -3.56749, 1.31053], [-1.15991, -1.91122, 0.63961], [0.36315, -2.70556, -0.90382], [4.51250, 1.03673, -3.50890], [3.54168, 1.69023, -2.54007], [2.24565, 1.99032, -3.15277], [1.25413, 1.13121, -3.33198], [1.36279, -0.52176, -2.80168], [0.15669, 1.52825, -3.96588], [-0.17625, 2.91866, -4.27386], [0.41308, 3.40253, -5.59050], [5.46538, 0.86127, -3.00946], [4.69686, 1.68163, -4.36857], [4.13045, 0.08068, -3.86410], [3.94249, 2.63964, -2.18698], [3.36194, 1.06720, -1.66513], [2.12340, 2.92205, -3.51728], [-0.57592, 0.83972, -4.02145], [0.13231, 3.53770, -3.42625], [-1.26296, 2.97894, -4.30153], [1.50234, 3.33767, -5.60618], [0.13525, 4.44250, -5.75935], [0.03661, 2.80816, -6.42185], [-3.16872, 0.35787, -3.45234], [-2.64558, -0.81980, -1.99962], [-3.15002, -2.54257, -2.73095], [-4.02259, -0.48500, -0.63940], [-5.42191, -0.59580, -1.16010], [-6.08156, 0.52629, -1.65712], [-7.36566, 0.42347, -2.17176], [-8.00921, -0.80545, -2.19565], [-7.36579, -1.92745, -1.69291], [-6.08226, -1.82239, -1.17850], [-4.24185, 0.27498, -3.62112], [-2.64986, 0.05770, -4.36394], [-2.92399, 1.38774, -3.19194], [-4.18369, -2.51302, -3.07156], [-3.03385, -3.31055, -1.96849], [-2.49051, -2.77573, -3.56568], [-3.80916, 0.51013, -0.24824], [-3.82358, -1.20737, 0.15370], [-5.58884, 1.49203, -1.62559], [-7.86737, 1.30582, -2.54702], [-9.01173, -0.88633, -2.59375], [-7.86727, -2.88631, -1.69422], [-5.59018, -2.70061, -0.77567], [-0.19017, 5.05804, 0.05944], [0.18201, 3.35694, 0.73250], [2.03205, 3.08078, 0.68973], [-0.48780, 3.21646, 2.47212], [-0.90647, 1.87658, -0.62855], [0.26246, 5.82949, 0.68694], [-1.26487, 5.24126, 0.01981], [0.20736, 5.17289, -0.95097], [2.51690, 3.82043, 1.33394], [2.41498, 3.22531, -0.32245], [2.33208, 2.09236, 1.03965], [0.08069, 3.84507, 3.16186], [-0.45200, 2.18796, 2.83268], [-1.53044, 3.53651, 2.50573], [2.80386, -5.69161, 3.17937], [2.80385, -4.39033, 3.93216], [1.61474, -3.75660, 4.27925], [1.61118, -2.54873, 4.95936], [2.81243, -1.93346, 5.27951], [2.85446, -0.66269, 5.92757], [1.99543, 0.38477, 5.71818], [1.75311, 1.22072, 6.55822], [1.38404, 0.46550, 4.45885], [1.88427, 0.07677, 3.21942], [3.23671, -0.13262, 2.95668], [3.62618, -0.53634, 1.69300], [2.67690, -0.67616, 0.69999], [1.38130, -0.42881, 0.93400], [0.99448, -0.09349, 2.16557], [4.00902, -2.56111, 4.95719], [4.00031, -3.78108, 4.30153], [1.80016, -6.10818, 3.11290], [3.44817, -6.42582, 3.66346], [3.17326, -5.55000, 2.16183], [0.67117, -4.22118, 4.02139], [0.67421, -2.08169, 5.23521], [3.27207, -0.62525, 6.84581], [0.64437, 1.15212, 4.46243], [3.96791, 0.01748, 3.73790], [4.66650, -0.73136, 1.47424], [2.94118, -0.98956, -0.30139], [-0.06987, 0.04597, 2.31771], [4.94728, -2.08653, 5.22024], [4.94109, -4.26321, 4.06282]]
}

{
  "formula": "C7H32O11",
  "method": "ωB97M-V/def2-TZVPD",
  "largest_force_ev_per_a": 3.4,
  "relative_energy_kcal_mol": 11.2,
  "homo_lumo_gap_ev": [9.595, 6.091],
  "spin_multiplicity": 2,
  "charge": 1,
  "species": ["O", "C", "C", "C", "C", "C", "C", "C", "H", "H", "H", "H", "H", "H", "H", "H", "H", "H", "H", "H", "H", "H", "O", "H", "H", "O", "H", "H", "O", "H", "H", "O", "H", "H", "O", "H", "H", "O", "H", "H", "O", "H", "H", "O", "H", "H", "O", "H", "H", "O"],
  "coordinates": [[1.51376, -1.47486, 0.52124], [1.15035, -2.57266, 0.13445], [0.21370, -2.68363, -1.05174], [-1.15384, -1.93939, -1.03261], [-1.21358, -0.43521, -1.27806], [-0.02515, 2.67508, 0.80329], [-0.75973, 1.91784, -0.29129], [-0.80423, 0.54496, -0.26749], [1.40579, -3.49676, 0.65661], [0.74501, -2.17489, -1.90958], [-0.06501, -3.73760, -1.27495], [-1.82464, -2.15166, -0.15189], [-1.69473, -2.44867, -1.87565], [-2.23321, -0.19154, -1.66427], [-0.47104, -0.22902, -2.10032], [-0.72376, 3.45351, 1.17942], [0.35472, 2.02234, 1.58943], [0.79971, 3.29912, 0.46312], [-1.33023, 2.62462, -0.87248], [-0.38614, 0.07927, 0.61370], [-0.88657, -0.14019, 3.01502], [-0.79282, -0.72182, 4.38976], [-0.33549, -0.74632, 3.53565], [2.75944, 0.49338, 1.71606], [3.78373, -0.20130, 1.06573], [3.40636, 0.68714, 0.98847], [0.57458, 1.72303, -2.22113], [0.73272, 2.07035, -3.60279], [0.05955, 2.16645, -2.91533], [-3.70190, 1.42898, -1.10830], [-4.96816, 0.87332, -0.29425], [-4.01971, 0.81565, -0.43666], [-3.02949, 1.21243, 0.96679], [-2.31985, 2.39794, 1.56948], [-2.56215, 1.49416, 1.78922], [1.99886, -0.01147, -0.88255], [2.28141, 1.39690, -0.55052], [2.12574, 0.83637, -1.33043], [-2.88121, 1.91043, -2.40640], [-1.62376, 2.89064, -2.25458], [-2.58268, 2.80251, -2.22136], [3.93215, -1.03526, -2.78152], [3.69677, -0.86580, -1.28990], [3.41848, -1.38633, -2.04869], [1.94171, -1.23680, 2.35945], [2.09313, -0.49648, 3.70085], [2.57755, -0.78626, 2.92294], [-0.87089, -2.34786, 2.53103], [-1.48234, -3.65330, 2.17708], [-0.73442, -3.09666, 1.91906]]
}

{
  "formula": "C39H43N5O6",
  "method": "ωB97M-V/def2-TZVPD",
  "largest_force_ev_per_a": 1.0,
  "homo_lumo_gap_ev": 8.413,
  "charge": 0,
  "species": ["C", "H", "H", "H", "C", "C", "C", "N", "C", "O", "O", "C", "N", "C", "C", "C", "C", "N", "C", "C", "C", "C", "C", "C", "H", "H", "H", "H", "H", "H", "H", "H", "H", "H", "C", "C", "C", "C", "C", "H", "H", "C", "C", "O", "N", "C", "O", "C", "H", "C", "C", "H", "H", "H", "H", "H", "H", "H", "H", "C", "C", "C", "C", "C", "C", "C", "H", "H", "H", "H", "H", "H", "H", "O", "C", "O", "N", "C", "C", "H", "H", "H", "H", "H", "C", "C", "H", "H", "H", "H", "H", "H", "H"],
  "coordinates": [[-4.29377, -1.63209, 1.41721], [-5.37927, -1.65241, 1.35167], [-4.00705, -1.64397, 2.46466], [-3.89603, -2.52915, 0.95017], [-3.74913, -0.37721, 0.73794], [-2.24442, -0.34267, 0.71238], [-1.57412, 0.57526, 1.44002], [-0.18823, 0.64582, 1.40899], [0.55520, 1.79042, 1.48415], [0.19522, 2.89012, 1.78614], [1.84580, 1.48862, 1.16362], [1.93142, 0.18764, 0.75881], [2.93735, -0.39956, 0.31025], [4.20739, 0.26092, 0.14186], [4.23820, 1.19712, -1.07715], [3.61281, 0.62244, -2.30826], [2.73159, 1.29045, -3.10775], [2.32853, 0.49598, -4.14797], [2.94808, -0.71381, -4.03965], [2.84175, -1.84227, -4.84311], [3.58882, -2.94587, -4.49374], [4.42558, -2.92361, -3.37448], [4.53079, -1.80922, -2.57338], [3.77820, -0.67656, -2.88960], [5.18726, -1.81511, -1.71842], [5.00339, -3.80535, -3.13902], [3.53263, -3.84143, -5.09456], [2.19534, -1.84717, -5.70875], [1.70048, 0.76421, -4.88583], [2.35860, 2.29089, -2.99873], [3.70189, 2.11532, -0.82904], [5.28411, 1.45442, -1.27072], [4.94113, -0.53844, 0.02415], [4.46091, 0.84834, 1.03159], [0.60802, -0.49576, 1.02712], [-0.00196, -1.26831, -0.14852], [-1.51370, -1.22306, -0.17811], [-2.07120, -1.95323, -1.15620], [-1.18535, -2.68276, -2.11287], [-1.75418, -3.08001, -2.95346], [-0.68361, -3.51832, -1.61565], [-0.10761, -1.71057, -2.64774], [-0.78954, -0.73957, -3.59090], [-1.32223, -0.98637, -4.64119], [-0.73453, 0.51497, -3.02452], [-0.00607, 0.56541, -1.85846], [0.16699, 1.57076, -1.21760], [0.48700, -0.83104, -1.54653], [1.57946, -0.84839, -1.55463], [-1.43035, 1.66315, -3.57343], [-0.70402, 2.26680, -4.76888], [-1.28329, 3.09788, -5.16178], [0.27421, 2.63911, -4.47429], [-0.59514, 1.52170, -5.55395], [-2.42621, 1.32925, -3.87662], [-1.51384, 2.39332, -2.76513], [0.65412, -2.27486, -3.19075], [-3.13362, -1.98459, -1.32315], [0.31743, -2.30797, -0.03990], [0.85954, -1.43302, 2.24549], [-0.29702, -2.30761, 2.63863], [-1.20583, -1.87364, 3.59599], [-2.24243, -2.69419, 4.00338], [-2.39264, -3.95569, 3.45228], [-1.48947, -4.39773, 2.50208], [-0.44266, -3.58366, 2.10739], [0.28291, -3.96079, 1.39975], [-1.59022, -5.38627, 2.07796], [-3.20315, -4.59517, 3.76955], [-2.93044, -2.35147, 4.76314], [-1.08953, -0.89220, 4.03012], [1.12790, -0.79896, 3.09389], [1.72280, -2.04811, 1.98205], [-2.22166, 1.53699, 2.15729], [-1.65392, 1.96217, 3.34351], [-0.87142, 1.28557, 3.96909], [-2.15190, 3.14141, 3.73124], [-1.63529, 3.73620, 4.94860], [-0.50889, 4.72334, 4.65741], [0.24141, 4.23908, 4.03853], [-0.05118, 5.05099, 5.58677], [-0.87917, 5.59582, 4.12462], [-2.46118, 4.22754, 5.47076], [-1.25692, 2.92087, 5.56835], [-3.05620, 3.91174, 2.90352], [-4.50876, 3.49853, 3.12837], [-4.78787, 3.63731, 4.17045], [-4.64467, 2.45177, 2.87064], [-5.16745, 4.10018, 2.50783], [-2.92489, 4.96509, 3.15623], [-2.78234, 3.77161, 1.85583], [-4.10718, 0.50436, 1.26914], [-4.12417, -0.32167, -0.28659]]
}

- Which of these has the lowest charge?
  C39H43N5O6